2 unconnected molecules or ions with the total composition C3H8O3S at a distorted geometry. Source: the Open Molecules 2025 dataset; level of theory: wB97M-V/def2-TZVPD.

Calculated values
electronic energy = -20213.8740 eV
HOMO-LUMO gap (spin up / spin down) = 6.7586 / 8.7559 eV
energy above the lowest of the compared OMol25 structures with the same formula, charge and spin = 489.8 kJ/mol
HOMO level (spin up / spin down) = -8.749 / -9.518 eV

```
15
Properties=species:S:1:pos:R:3:forces:R:3
C 0.832009 2.064238 -0.575009 -2.31 0.55 -1.60
C 0.919980 -0.119532 0.414866 -0.11 -3.55 -0.49
C -0.029974 0.794749 -0.238735 -0.53 -0.15 0.29
O -1.977470 -1.763577 -0.069981 1.44 -0.41 1.87
O -0.437106 -3.550942 0.838854 0.41 0.04 -0.08
O -0.520621 0.268834 -1.450505 0.55 0.40 -1.00
S -0.937493 -2.192522 0.929458 -0.51 0.79 -2.84
H -0.003823 2.647106 -1.251797 2.71 -0.79 1.61
H 1.777093 1.816546 -1.139539 -1.31 0.13 0.27
H 1.142910 2.576801 0.346203 -0.46 0.11 -0.37
H 1.241810 -1.069332 -0.108335 -0.43 1.48 0.12
H 1.642902 0.106686 1.177827 -0.32 0.57 0.58
H -0.944373 1.010692 0.408211 1.37 0.24 -0.36
H -1.230589 -0.391690 -1.415850 0.27 0.18 0.96
H -1.475254 -2.198057 2.134331 -0.79 0.42 1.06
```
Forces are in eV/Å.

---

6 unconnected molecules or ions with the total composition C2H16O5 at a distorted geometry. Source: the Open Molecules 2025 dataset; level of theory: wB97M-V/def2-TZVPD.

Calculated values
electronic energy = -12569.5845 eV
HOMO-LUMO gap (spin up / spin down) = 2.5405 / 10.6282 eV
<S²> = 0.750
spin multiplicity = 2
energy above the lowest of the compared OMol25 structures with the same formula, charge and spin = 59.8 kJ/mol
net charge = -1
HOMO level (spin up / spin down) = 0.699 / -7.505 eV

```
23
Properties=species:S:1:pos:R:3:forces:R:3
C -0.493899 -0.726776 -1.239490 0.46 -2.21 -2.85
C -1.191509 -0.693490 0.086191 -1.53 -0.04 1.98
H 0.322864 -0.030046 -1.419308 -0.01 0.36 0.73
H -1.159709 -0.528024 -2.144734 0.44 -0.43 1.20
H 0.033282 -1.776224 -1.462259 -1.24 1.97 0.54
H -2.046695 -1.515325 0.242228 2.41 1.00 -0.33
H -0.368632 -0.669597 0.909037 -1.93 -0.27 -1.08
H -1.902677 0.183238 0.205463 1.39 -0.44 -0.15
H -3.064154 2.446169 -0.357017 -1.59 -0.22 1.89
H -2.582761 1.606433 -1.550206 -0.26 -0.45 -0.04
O -2.501548 2.450456 -1.094906 2.05 0.88 -1.84
H 0.491978 -4.119406 -0.077587 -3.49 -2.03 -0.84
H 1.187222 -3.092417 0.361237 1.22 1.53 0.56
O 1.381385 -3.944666 -0.023433 2.24 0.40 0.17
H 0.108033 4.090247 0.735551 -0.29 -0.11 -0.23
H -0.537244 3.138748 -0.339690 -0.01 0.08 0.32
O 0.254924 3.283841 0.221880 0.07 -0.07 -0.05
H 2.107222 -0.800549 1.154845 -0.35 0.17 0.14
H 2.572890 -2.241958 1.618953 -1.78 1.40 -0.34
O 1.758604 -1.656040 1.460148 2.05 -1.40 0.41
H 2.595303 1.566595 0.662576 3.34 2.11 -1.79
H 1.166062 1.845980 1.034520 -0.26 0.31 -0.40
O 1.869056 1.182810 1.016002 -2.91 -2.56 2.00
```
Forces are in eV/Å.

---

A molecular structure, C32H41N9O6SSeSi2Zr at a distorted geometry. Source: the Open Molecules 2025 dataset; level of theory: wB97M-V/def2-TZVPD.

Calculated values
electronic energy = -152762.2290 eV
HOMO-LUMO gap = 6.2392 eV
HOMO level = -7.824 eV

```
93
Properties=species:S:1:pos:R:3:forces:R:3
Zr -0.383545 0.904755 0.656217 0.37 0.92 -0.61
O -3.220255 1.657822 7.035802 -0.18 0.09 0.23
C -2.574423 0.660522 6.696532 0.22 0.25 -0.26
O -2.416803 -0.468288 7.170899 0.04 -0.17 0.18
C -1.820313 0.873038 5.348397 0.07 -1.26 -1.45
C -1.014921 -0.161835 4.793290 0.59 0.96 0.96
C -0.382323 0.004587 3.580439 -1.12 1.39 0.16
N -0.710839 1.114144 2.820067 1.15 -0.82 0.49
C -1.514069 2.101659 3.280618 1.20 -2.51 0.72
C -2.088110 1.959692 4.529057 -1.16 1.46 0.88
C -1.618950 3.204476 2.386360 -0.53 2.11 -0.87
C -2.223976 4.400472 2.808138 0.68 -0.35 0.60
C -2.250008 5.475516 1.972800 -0.87 1.61 -0.64
C -1.694164 5.378891 0.682258 0.09 -0.72 1.01
C -1.126589 4.202335 0.314274 0.30 -2.40 0.26
N -1.088822 3.110352 1.156079 -0.15 0.02 -0.35
C 0.668212 -0.862944 3.023795 -0.86 -1.02 0.33
C 1.374537 -1.890841 3.703250 0.45 1.04 -0.15
C 2.475300 -2.444704 3.050387 -1.07 -0.47 2.24
C 2.737354 -2.119904 1.774492 0.64 1.00 -3.22
C 2.001501 -1.150398 1.148255 -1.06 0.03 -0.29
N 0.905314 -0.602451 1.734893 1.57 0.38 -0.65
H -0.748473 -0.997124 5.421021 -0.35 -0.20 0.17
H -2.827079 2.722989 4.901104 0.99 -0.95 -0.17
H -2.492176 4.490258 3.855890 -0.39 0.01 -0.30
H -2.782416 6.415729 2.278186 0.83 -0.98 -0.23
H -1.596724 6.151848 -0.019673 -0.38 1.25 -0.56
H -0.715727 3.957873 -0.681756 -0.25 0.68 0.77
H 1.173854 -2.121908 4.751241 -0.02 0.17 -0.41
H 3.162845 -3.083619 3.561229 -0.03 -0.60 0.39
H 3.472926 -2.550966 1.099071 0.43 -0.15 0.84
H 2.301859 -0.776457 0.151924 -0.61 -0.55 0.65
C -4.397731 2.454826 -0.846914 1.51 -0.90 -0.45
Si -4.069320 0.569604 -0.647566 -0.43 1.49 -1.58
C -3.301890 0.114420 -2.346273 0.54 -2.35 0.90
C -5.669830 -0.320817 -0.446332 -1.07 0.18 -0.22
Se -2.910829 0.259979 1.211099 0.22 -0.13 0.30
H -4.800758 2.935460 -0.008683 -0.06 0.58 1.89
H -5.146715 2.718968 -1.542642 -0.83 -0.25 -1.49
H -3.478260 2.977080 -1.177353 -0.31 -0.19 0.32
H -3.882638 0.530425 -3.136583 -0.50 0.50 -0.60
H -3.300521 -1.014708 -2.523217 -0.22 1.20 0.34
H -2.254728 0.369992 -2.495920 0.09 0.47 0.12
H -6.478837 0.103536 -1.053468 0.33 0.17 -0.33
H -6.102059 -0.233988 0.552322 0.42 -0.35 0.19
H -5.593516 -1.350584 -0.775457 0.04 -0.38 0.32
C 4.794705 -4.431670 -5.261948 -0.66 0.04 -0.88
C 3.637412 -3.788831 -4.470628 -0.11 -0.92 -1.20
S 2.319443 -5.043874 -4.336113 0.75 -0.87 1.79
O 2.840778 -6.278001 -3.730199 -0.26 1.55 -1.18
O 1.552785 -5.078688 -5.555924 0.33 0.09 0.00
C 1.289410 -4.392771 -3.048415 0.08 0.82 0.20
C 0.171739 -3.415035 -3.490938 1.17 -0.45 1.78
N -0.239661 -2.686510 -2.260384 0.09 0.78 0.03
C 0.125628 -1.451582 -1.880860 1.46 1.26 -1.84
N -0.425956 -1.083331 -0.753619 0.22 1.86 0.51
C -1.219977 -2.079992 -0.352066 -0.24 -0.83 0.88
C -1.057552 -3.071351 -1.228406 -1.44 -2.73 -1.32
N -1.686274 -4.394720 -1.212870 0.24 1.25 2.34
O -2.557524 -4.503593 -0.340389 0.94 -0.59 -1.81
O -1.163446 -5.252901 -1.899808 -1.20 -0.19 0.21
C 1.015643 -0.540238 -2.696122 -0.54 -1.74 0.42
H 5.700983 -3.881170 -5.064623 0.41 -0.24 0.18
H 4.656531 -4.441455 -6.353497 -0.30 0.51 0.31
H 4.837998 -5.496687 -5.061345 0.55 -0.04 0.67
H 3.126867 -3.017356 -5.048860 0.24 0.29 0.14
H 3.999446 -3.412757 -3.510226 -0.45 -0.31 0.03
H 1.931297 -3.946160 -2.235747 -0.58 -0.61 -0.86
H 0.805476 -5.294718 -2.709475 0.09 -0.17 0.48
H -0.654623 -4.005201 -3.790889 -0.76 -0.23 -0.65
H 0.499475 -2.736851 -4.256783 -0.15 0.44 -0.16
H -1.798680 -2.033511 0.543917 -0.22 -0.19 0.16
H 0.419459 0.207001 -3.174682 -0.28 0.25 -0.63
H 1.579125 -1.148437 -3.395516 0.12 0.28 -0.26
H 1.683647 -0.035110 -2.038934 0.66 0.33 0.43
C 3.398776 1.743730 0.306930 0.28 -0.40 -1.25
Si 2.098591 2.181138 1.571682 -1.00 0.58 0.61
C 2.056553 4.074478 1.750018 -1.02 -0.77 -0.01
C 2.651165 1.553896 3.258129 -1.55 1.41 1.23
H 4.404077 1.529327 0.703162 -0.26 0.35 -0.10
H 3.444078 2.497876 -0.516327 0.15 -0.39 0.69
H 3.083803 0.811056 -0.198235 0.31 0.42 0.02
H 3.058145 4.388667 1.958404 0.63 0.46 0.15
H 1.386129 4.374236 2.573281 0.29 -0.07 -0.22
H 1.690851 4.540165 0.837937 0.09 0.19 -0.11
H 3.501986 2.043235 3.717621 0.42 0.28 -0.29
H 2.865489 0.523712 3.225695 0.26 -1.44 0.16
H 1.824827 1.745871 4.033475 0.90 -0.48 -1.10
N 0.193080 1.947319 -1.164503 1.55 0.67 -1.82
C 0.801715 2.349649 -2.124233 -1.17 -0.43 0.28
N 1.274070 2.586804 -3.284304 -0.75 -0.91 1.93
C 1.962691 3.646427 -3.644692 0.35 0.75 -0.65
N 2.524454 4.528201 -4.136245 0.05 -0.06 0.28
```
Forces are in eV/Å.

---

A molecular structure, C15H33AuN3OTa at a distorted geometry. Source: the Open Molecules 2025 dataset; level of theory: wB97M-V/def2-TZVPD.

Calculated values
electronic energy = -27832.7316 eV
HOMO-LUMO gap (spin up / spin down) = 4.5094 / 4.5104 eV
net charge = +2
HOMO level (spin up / spin down) = -15.060 / -15.060 eV

```
54
Properties=species:S:1:pos:R:3:forces:R:3
N 2.085841 -0.831101 -0.389559 4.16 0.55 1.51
C 3.261971 -1.150002 -0.245920 -4.84 -2.48 -5.51
O 4.100523 -1.945640 -0.800572 -0.10 1.06 1.13
Au 4.792235 -0.971163 0.867482 3.56 0.68 2.87
Ta 0.271052 -0.233738 -0.141813 -2.22 0.47 -0.88
N -0.737164 -1.697242 -0.897462 -0.27 0.91 0.62
N -0.137887 1.575275 -0.745452 -0.31 -1.49 -0.76
C -0.221862 -2.966964 -1.472550 0.08 0.05 0.01
C 0.158584 2.954015 -0.372526 -0.17 0.69 -0.06
C 0.765392 -2.646656 -2.587539 -0.13 -0.29 -0.53
C -1.361595 -3.780189 -2.073590 0.00 -0.23 -0.14
C 0.442942 -3.743899 -0.343480 -0.09 -0.56 0.03
C 0.828633 3.675358 -1.547545 0.19 0.16 -0.10
C -1.153699 3.688073 -0.053927 0.03 0.07 0.20
C 1.070620 2.959168 0.844287 -0.13 0.27 0.29
H 0.252764 -2.067096 -3.371105 0.29 -0.14 0.17
H 1.090496 -3.600657 -3.029311 0.03 0.38 0.05
H 1.662821 -2.108246 -2.261096 -0.18 -0.08 -0.04
H -2.046440 -4.155904 -1.300291 0.16 0.05 -0.40
H -0.913599 -4.644051 -2.585505 -0.29 0.20 0.14
H -1.905947 -3.182926 -2.818973 0.04 -0.27 0.22
H 1.328621 -3.230998 0.053547 -0.14 -0.09 -0.10
H 0.754938 -4.728205 -0.723400 -0.04 0.23 0.28
H -0.273319 -3.890568 0.478176 0.24 -0.08 -0.17
H 1.656194 3.072471 -1.949483 -0.15 0.24 0.06
H 1.229781 4.639526 -1.184289 -0.22 -0.43 -0.32
H 0.100647 3.877515 -2.351323 0.45 0.02 0.30
H -1.785871 3.763543 -0.952055 0.22 0.15 0.41
H -0.902777 4.701775 0.302584 -0.27 -0.38 -0.18
H -1.713474 3.157761 0.731552 0.11 0.30 -0.20
H 0.522539 2.642645 1.745652 0.31 0.11 -0.40
H 1.406520 3.997076 0.999805 0.02 -0.48 0.12
H 1.961899 2.326445 0.700022 -0.11 0.13 -0.03
C -1.064424 1.420228 -1.901787 -0.38 0.28 -0.18
H -1.100976 0.369168 -2.229211 -0.05 0.32 0.01
H -2.086589 1.729413 -1.625842 0.37 -0.10 -0.20
H -0.723417 2.009570 -2.770537 -0.11 -0.29 0.41
C -2.170224 -1.612808 -0.497590 0.17 0.01 -0.47
H -2.491924 -2.588859 -0.101647 0.00 0.55 0.00
H -2.335550 -0.860633 0.295101 0.14 -0.13 -0.24
H -2.779369 -1.319555 -1.367881 0.03 -0.27 0.37
C -2.425065 0.000506 2.948490 -0.18 -0.11 0.11
C -1.119528 0.657754 2.501290 -0.27 0.47 0.11
C -0.514217 1.383245 3.707361 0.03 -0.03 0.21
C -0.123839 -0.359049 1.868997 -0.47 0.09 0.94
H -2.218128 -0.786082 3.687455 -0.09 0.15 -0.16
H -2.994320 -0.442805 2.122929 0.10 0.06 0.20
H -3.074801 0.748390 3.427970 0.20 -0.25 -0.17
H -1.380439 1.422973 1.746213 0.11 -0.29 0.29
H -0.370848 0.674498 4.534979 -0.02 0.16 -0.16
H 0.454904 1.845442 3.492034 -0.13 -0.11 0.07
H -1.195213 2.173622 4.055070 0.21 -0.24 -0.09
H 0.871182 -0.289537 2.338243 -0.04 -0.02 0.13
H -0.484798 -1.392382 1.990219 0.16 0.04 0.22
```
Forces are in eV/Å.

---

A single C5H9NO molecule at a distorted geometry. Source: the Open Molecules 2025 dataset; level of theory: wB97M-V/def2-TZVPD.

Calculated values
electronic energy = -8866.3064 eV
HOMO-LUMO gap = 9.0571 eV
energy above the lowest of the compared OMol25 structures with the same formula, charge and spin = 280.4 kJ/mol
HOMO level = -9.192 eV

```
16
Properties=species:S:1:pos:R:3:forces:R:3
C -0.155386 -0.744042 0.699784 0.42 -0.06 -0.02
C -0.212787 0.667370 0.582256 0.73 0.26 -0.23
C -0.664566 -1.711891 -0.301014 0.12 -0.05 -0.08
C -1.015111 1.366174 -0.495741 -0.04 -0.14 0.04
N 1.927595 -0.468544 0.227772 -0.13 -0.05 0.37
C 1.512435 0.768745 0.146462 -1.28 0.61 -0.29
O 1.901947 1.854945 -0.185328 0.15 -0.45 0.28
H 2.934346 -0.535214 0.058594 -0.01 -0.23 -0.14
H 0.087049 -1.153598 1.673549 -0.01 0.02 -0.08
H -0.222356 1.188841 1.538627 -0.04 -0.08 -0.01
H -0.608170 -1.329585 -1.319042 0.00 0.03 0.08
H -0.125888 -2.656881 -0.239103 -0.03 0.07 0.01
H -1.720672 -1.914960 -0.075002 0.08 0.09 0.04
H -0.882860 0.904209 -1.475344 0.01 -0.01 0.04
H -0.674043 2.398478 -0.580039 0.00 -0.05 0.04
H -2.081534 1.365952 -0.256430 0.03 0.04 -0.05
```
Forces are in eV/Å.

---

A single C5H7NO molecule at a distorted geometry. Source: the Open Molecules 2025 dataset; level of theory: wB97M-V/def2-TZVPD.

Calculated values
electronic energy = -8835.1878 eV
HOMO-LUMO gap = 10.1237 eV
energy above the lowest of the compared OMol25 structures with the same formula, charge and spin = 97.9 kJ/mol
HOMO level = -9.487 eV
SMILES = C=C(O)[C@@H](C)C#N

```
14
Properties=species:S:1:pos:R:3:forces:R:3
C -1.087574 1.251161 -1.081542 0.07 -0.06 0.10
C -0.569617 0.714345 0.020817 0.03 0.02 -0.32
O -1.138508 0.847992 1.251408 -0.19 0.10 0.03
C 0.729473 -0.060245 0.136864 0.01 0.02 -0.03
C 0.608761 -1.364657 0.942862 -0.04 -0.07 0.07
C 1.293664 -0.332824 -1.190871 0.40 -0.18 -0.94
N 1.736006 -0.575775 -2.231278 -0.41 0.24 1.01
H -1.968742 1.883449 -1.006470 0.03 -0.17 -0.06
H -0.659989 1.101747 -2.063902 0.08 0.01 0.17
H -2.009911 1.246981 1.121013 0.16 -0.01 0.20
H 1.438371 0.594480 0.662433 -0.08 -0.05 -0.09
H -0.056274 -2.074498 0.444173 0.07 0.11 0.03
H 1.593567 -1.827892 1.053653 -0.16 0.08 -0.05
H 0.210357 -1.145836 1.934981 0.04 -0.02 -0.14
```
Forces are in eV/Å.